87
Properties=species:S:1:pos:R:3:lowdin_charge:R:1 method="wB97M-V/def2-TZVPD" fmax_ev_per_a=3.81 de_lowest_kcal_mol=0.0 e_tot_ev=-153639.1873 total_charge=+1 homo_lumo_gap_ev=1.4 e_homo_ev=-7.7511
C -0.8564 3.2816 3.5494 -0.130
C 0.7150 3.1492 3.4076 -0.394
P 1.2661 2.1543 1.9275 0.956
C 0.9329 3.0159 0.2992 -0.537
C -0.2007 2.3568 -0.5922 -0.124
C 0.6906 0.4063 1.9640 -0.296
C -0.6926 -0.0602 1.6056 0.016
C -0.9370 -1.5120 1.6672 0.012
N 0.1028 -2.2971 2.0326 0.024
N 1.3236 -1.9780 2.3865 0.074
C 1.6384 -0.6960 2.3638 -0.101
H -1.2194 2.4440 4.2009 0.088
H -1.1357 4.2668 3.9955 0.049
H -1.3624 3.2076 2.5525 0.062
H 1.2101 2.6917 4.3086 0.094
H 1.1795 4.1707 3.3120 0.046
H 1.9111 3.0459 -0.3172 -0.101
H 0.6149 4.1128 0.4624 0.075
H -0.0284 1.2512 -0.7085 0.079
H -0.2141 2.7954 -1.6183 0.072
H -1.2094 2.4964 -0.1155 0.095
H -1.4686 0.6680 1.2962 0.102
H -1.9289 -1.9280 1.3875 0.126
H -0.1089 -3.3093 2.0336 0.136
H 2.6684 -0.3535 2.6317 0.113
C 4.3922 -3.6486 5.2331 -0.139
C 2.9775 -4.1740 5.3155 -0.330
O 2.7732 -4.3107 6.7130 0.025
C 3.6343 -3.4582 7.3353 -0.540
O 3.6074 -3.2032 8.4918 0.192
O 4.5336 -2.9352 6.4507 0.068
H 4.5436 -2.9914 4.3772 0.129
H 5.1426 -4.4482 5.2033 0.126
H 2.2223 -3.4710 4.9060 -0.072
H 2.8457 -5.1336 4.8136 0.023
O 3.0802 5.3749 4.0765 -0.073
H 3.2225 6.1930 4.5686 0.053
H 3.9219 4.9094 4.1517 0.044
Cl 0.2769 -3.7104 5.0645 -0.204
C -2.8022 -5.6975 0.5470 -0.311
O -2.3252 -5.1101 1.5139 -0.316
N -2.6693 -5.3187 -0.7419 -0.182
C -3.2674 -6.0736 -1.8311 -0.036
C -1.9099 -4.1270 -1.0507 -0.044
H -3.3983 -6.6137 0.6674 0.145
H -2.4793 -6.4083 -2.5075 0.067
H -3.9629 -5.4283 -2.3719 0.098
H -3.8060 -6.9407 -1.4512 0.091
H -0.8862 -4.2448 -0.6830 0.087
H -2.3648 -3.2692 -0.5487 0.080
H -1.8949 -3.9562 -2.1256 0.076
Cl -2.7842 -4.2024 3.4841 0.001
Li 2.7939 -6.6839 4.5055 0.880
O -2.1102 6.1715 5.0840 -0.058
H -1.1852 6.4089 5.2150 0.033
H -2.4019 5.8770 5.9552 0.048
Ca 2.8282 4.5309 -0.3620 1.452
C 1.4785 -3.4706 -5.0801 -0.224
C 0.7574 -3.7456 -6.4032 -0.211
C 0.4000 -5.2348 -6.4302 -0.215
S 0.2147 -5.7380 -4.7204 0.669
O 1.2548 -6.6828 -4.4023 -0.311
O -1.1781 -6.0117 -4.4514 -0.331
C 0.6458 -4.1577 -4.0042 -0.247
H 1.5780 -2.4015 -4.8877 0.114
H 2.4823 -3.9038 -5.1097 0.121
H -0.1562 -3.1467 -6.4511 0.120
H 1.3718 -3.4734 -7.2619 0.119
H -0.5331 -5.4162 -6.9612 0.108
H 1.1996 -5.8301 -6.8707 0.109
H 1.1873 -4.3093 -3.0715 0.104
H -0.2810 -3.6129 -3.8170 0.092
C -3.8995 8.6208 -4.0824 -0.664
F -4.6025 9.4148 -4.8962 0.141
F -3.8171 9.2484 -2.8932 0.116
F -4.6395 7.5139 -3.8750 0.115
S -2.2478 8.2209 -4.7596 0.587
O -1.5886 9.4913 -4.8904 -0.269
O -2.5146 7.5376 -5.9956 -0.269
N -1.7647 7.3044 -3.5441 -0.290
S -0.3208 6.7161 -3.7130 0.547
O 0.7755 7.6452 -3.6018 -0.285
O -0.1549 5.6867 -4.7058 -0.277
C -0.2889 5.8078 -2.1249 -0.629
F -1.2578 4.8890 -2.0328 0.127
F -0.4452 6.6112 -1.0608 0.124
F 0.9057 5.1401 -1.9340 -0.042

***

68
Properties=species:S:1:pos:R:3:lowdin_charge:R:1 method="wB97M-V/def2-TZVPD" fmax_ev_per_a=1.66 de_lowest_kcal_mol=0.0 e_tot_ev=-49422.0744 homo_lumo_gap_ev=7.4 e_homo_ev=-6.9823
Cd 11.1977 9.2538 9.5315 1.429
C 10.3860 10.4598 12.9928 -0.202
C 11.7542 9.9054 13.3139 -0.166
O 12.6286 9.9128 12.1939 -0.181
C 13.5603 10.9687 12.1243 -0.202
C 12.9129 12.2887 11.8065 -0.232
O 12.0871 12.1426 10.6967 -0.165
C 11.1573 13.2144 10.4921 -0.156
C 10.0936 12.6865 9.5347 -0.176
O 9.6109 11.4254 9.9597 -0.202
C 8.5590 11.4647 10.8862 -0.204
C 8.4806 10.1524 11.6331 -0.183
O 9.7899 9.7020 11.9658 -0.195
H 10.4019 11.5241 12.7195 0.108
H 9.8018 10.4009 13.9039 0.129
H 11.6411 8.8332 13.6170 0.144
H 12.1928 10.4639 14.1698 0.136
H 14.2850 10.7231 11.3375 0.113
H 14.1004 11.1068 13.0905 0.136
H 13.6735 13.0910 11.7318 0.138
H 12.3223 12.6077 12.6925 0.120
H 11.6354 14.1057 10.0961 0.129
H 10.7304 13.4480 11.4733 0.111
H 10.6237 12.4948 8.6136 0.054
H 9.3072 13.4061 9.3317 0.135
H 7.5784 11.5815 10.4239 0.132
H 8.6923 12.3199 11.5726 0.124
H 8.0885 9.3846 10.9352 0.100
H 7.8187 10.2393 12.5244 0.142
C 13.3276 9.4503 9.0740 -0.287
H 13.5161 8.9285 8.1307 -0.052
H 13.8667 9.0444 9.9369 -0.052
H 13.4545 10.5442 9.0222 -0.063
N 15.1950 10.7374 6.7399 0.190
C 15.2165 11.9096 6.0669 -0.479
N 16.3239 12.1768 5.2734 0.144
N 14.2485 12.7902 6.0233 0.094
C 13.0818 12.5203 6.5835 -0.342
N 12.0224 12.3849 7.0361 0.160
H 16.0020 10.1679 6.8869 0.109
H 14.4123 10.5063 7.3109 0.024
H 17.1950 11.7374 5.4662 0.087
H 16.3097 13.1046 4.8773 0.103
C 7.8334 6.0127 8.2874 -0.176
Si 9.1121 6.8753 9.3664 0.303
C 10.7415 5.9917 9.0129 -0.204
C 8.6866 6.5267 11.1361 -0.187
N 9.2907 8.5411 8.9996 -0.237
C 8.6268 9.1214 7.9193 -0.415
C 7.2406 9.0950 7.7379 -0.081
C 6.6227 9.7509 6.6956 -0.115
C 7.3116 10.4175 5.7006 -0.119
C 8.6892 10.4069 5.8156 -0.099
C 9.3262 9.8070 6.9133 -0.073
H 7.8449 4.9297 8.4243 0.030
H 8.0731 6.2363 7.2442 0.035
H 6.8361 6.4120 8.4529 0.014
H 10.6450 4.9058 8.8526 0.033
H 11.4589 6.1669 9.8130 0.008
H 11.1749 6.4486 8.1389 0.004
H 8.7853 5.4759 11.4040 0.030
H 7.6575 6.8823 11.3956 0.044
H 9.3358 7.1170 11.7773 0.005
H 6.6026 8.6776 8.4959 0.096
H 5.5444 9.6818 6.6715 0.097
H 6.7970 10.8737 4.8522 0.098
H 9.3364 10.8643 5.0615 0.101
H 10.4056 9.7959 6.9428 0.064

***

78
Properties=species:S:1:pos:R:3:lowdin_charge:R:1 method="wB97M-V/def2-TZVPD" fmax_ev_per_a=0.49 e_tot_ev=-81834.7143 homo_lumo_gap_ev=10.1 e_homo_ev=-9.6613
O -0.6060 1.8744 -1.2623 -0.387
S 0.1782 0.9448 -0.4959 0.891
O -0.0004 -0.4761 -1.2796 -0.264
O 1.7266 1.3190 -0.9003 -0.315
C 2.7482 0.3858 -0.5334 -0.213
C 2.7690 0.0924 0.9704 -0.064
C 4.0336 -0.6593 1.3268 -0.423
F 4.2988 -1.6537 0.4350 0.121
F 5.0967 0.2026 1.2654 0.120
C 4.1118 -1.2817 2.7537 -0.332
F 5.2397 -2.0094 2.8379 0.161
F 4.2172 -0.2375 3.6240 0.135
C 2.9115 -2.1212 3.3212 -0.319
F 1.8984 -1.2407 3.5021 0.148
F 3.2877 -2.5826 4.5355 0.157
C 2.2827 -3.3485 2.5672 -0.297
F 1.9795 -2.9910 1.2924 0.140
F 1.1173 -3.5729 3.2057 0.160
C 3.0849 -4.7192 2.5732 -0.314
F 2.4129 -5.5859 3.3637 0.158
F 4.3251 -4.5582 3.0724 0.161
C 3.2233 -5.4156 1.1850 -0.557
F 2.0143 -5.7079 0.6908 0.180
F 3.9010 -6.5450 1.3537 0.195
F 3.8766 -4.6604 0.3094 0.187
H 0.8349 -0.9017 -1.5361 0.036
H 2.6599 -0.5387 -1.1147 0.114
H 3.6909 0.8510 -0.8316 0.142
H 2.7774 1.0438 1.5115 0.153
H 1.8774 -0.4514 1.2730 0.104
C -0.6855 -2.9777 -3.7950 -0.054
C 0.7331 -2.6651 -4.2342 -0.495
C 1.1983 -3.5687 -5.3635 -0.060
O 1.6276 -2.7556 -3.1176 -0.065
H -0.7544 -4.0049 -3.4251 0.085
H -0.9814 -2.3124 -2.9834 0.065
H -1.3958 -2.8623 -4.6140 0.084
H 0.7930 -1.6238 -4.5546 0.140
H 1.1862 -4.6138 -5.0415 0.082
H 2.2175 -3.3208 -5.6598 0.080
H 0.5491 -3.4740 -6.2343 0.082
H 1.6024 -3.6650 -2.7995 0.088
C 5.5881 -1.3659 7.5904 -0.060
C 6.6413 -0.3682 7.1330 -0.501
C 6.1855 1.0679 7.3397 -0.061
O 6.9886 -0.5958 5.7691 -0.051
H 4.6693 -1.2360 7.0106 0.074
H 5.9378 -2.3871 7.4388 0.080
H 5.3461 -1.2324 8.6457 0.079
H 7.5653 -0.5375 7.6884 0.136
H 5.2828 1.2647 6.7540 0.079
H 6.9563 1.7647 7.0109 0.079
H 5.9602 1.2656 8.3886 0.079
H 6.1942 -0.4576 5.2418 0.061
C -5.1479 1.1447 -2.6749 -0.059
C -5.2030 2.5235 -2.0334 -0.499
C -4.4289 3.5488 -2.8444 -0.060
O -4.7008 2.4685 -0.6949 -0.055
H -4.1130 0.7939 -2.7325 0.077
H -5.7127 0.4248 -2.0816 0.076
H -5.5600 1.1638 -3.6851 0.078
H -6.2391 2.8431 -1.9502 0.110
H -3.3730 3.2678 -2.9012 0.078
H -4.4874 4.5288 -2.3701 0.079
H -4.8208 3.6298 -3.8596 0.076
H -3.7787 2.1914 -0.7474 0.075
C -8.3629 6.6851 -3.1071 -0.061
C -8.1502 5.3643 -3.8294 -0.498
C -9.3614 4.9726 -4.6612 -0.062
O -7.8194 4.3314 -2.9018 -0.062
H -9.2098 6.6075 -2.4194 0.081
H -7.4808 6.9479 -2.5235 0.079
H -8.5693 7.4923 -3.8111 0.079
H -7.2761 5.4438 -4.4780 0.136
H -10.2368 4.8467 -4.0177 0.081
H -9.1843 4.0273 -5.1742 0.079
H -9.5936 5.7354 -5.4054 0.079
H -8.5646 4.2231 -2.3005 0.093

***

70
Properties=species:S:1:pos:R:3:lowdin_spin:R:1 method="wB97M-V/def2-TZVPD" fmax_ev_per_a=0.71 de_lowest_kcal_mol=8.0 e_tot_ev=-61969.3337 spin_multiplicity=3 homo_lumo_gap_ev="5.3 / 6.0" e_homo_ev="-6.0256 / -6.7067"
Pt 0.0831 0.6959 -0.2083 0.786
C 2.7983 3.9944 -1.8961 0.000
C 2.0675 2.7582 -2.4048 0.000
O 2.3377 2.6138 -3.7984 0.000
P 0.2508 2.9431 -2.2534 0.002
O -0.1497 4.1099 -3.2554 0.000
O -0.0716 3.5371 -0.8180 0.013
O -0.4714 1.6715 -2.5122 0.015
P 2.6507 1.2354 -1.5270 0.006
O 4.2544 1.3166 -1.6788 0.005
O 2.2956 1.3830 -0.0618 0.069
O 2.1603 0.0871 -2.3462 0.007
H 2.4296 4.9187 -2.3508 0.000
H 3.8510 3.9025 -2.1629 0.000
H 2.6932 4.0839 -0.8158 0.000
H 2.2388 1.6711 -4.0003 0.000
H 0.5149 4.8003 -3.3430 0.000
H -0.2057 2.7285 -0.2304 0.010
H 4.6549 1.6630 -0.8752 0.000
C -0.3561 -3.1828 1.9430 0.008
C 0.8101 -2.4100 2.5632 0.006
C 1.9195 -2.0920 1.5631 0.005
C 0.3413 -1.1985 3.3438 0.057
C 0.5192 -1.2152 4.7205 -0.004
C 0.1295 -0.1519 5.5183 0.047
C -0.4350 0.9547 4.9103 -0.004
C -0.6273 1.0352 3.5337 0.059
C -1.1819 2.3423 3.0008 0.005
C -0.0502 3.2103 2.4472 0.005
C -2.3768 2.2171 2.0573 0.011
C -0.2499 -0.0662 2.7319 0.076
N -0.5338 -0.1282 1.3781 0.773
H 0.0120 -4.0296 1.3548 0.001
H -0.9523 -2.5329 1.3030 0.002
H -1.0144 -3.5730 2.7204 0.000
H 1.2546 -3.0792 3.3078 0.000
H 1.6057 -1.3818 0.7978 0.002
H 2.2651 -3.0081 1.0754 0.000
H 2.7726 -1.6421 2.0713 0.000
H 0.9773 -2.0893 5.1698 -0.001
H 0.2707 -0.1822 6.5903 0.003
H -0.7383 1.8015 5.5164 -0.001
H -1.5612 2.8641 3.8864 0.001
H 0.5487 2.6769 1.7079 0.002
H 0.6233 3.4991 3.2559 0.000
H -0.4390 4.1196 1.9838 0.000
H -2.1273 1.7053 1.1274 0.009
H -2.7505 3.2120 1.8041 0.001
H -3.1875 1.6648 2.5374 0.000
C -2.5974 -3.1030 -1.6274 0.000
C -2.2941 -1.6684 -1.1470 0.000
N -1.0837 -1.1971 -1.7865 0.020
C 0.0115 -2.1397 -1.6049 0.001
C -0.2800 -3.4286 -2.4013 0.000
N -1.7224 -3.3494 -2.8319 0.000
C -1.8880 -2.2391 -3.8398 0.001
C -1.3022 -0.9587 -3.1995 0.002
H -3.6285 -3.2536 -1.9457 0.000
H -2.3296 -3.8650 -0.8955 0.000
H -2.1617 -1.6294 -0.0656 -0.002
H -3.1067 -0.9909 -1.4098 0.000
H 0.1013 -2.3569 -0.5427 0.000
H 0.9382 -1.6669 -1.9378 0.000
H -0.1729 -4.3383 -1.8114 0.000
H 0.3081 -3.5174 -3.3140 0.000
H -1.9912 -4.2310 -3.2619 0.000
H -2.9563 -2.1724 -4.0459 0.000
H -1.3668 -2.5553 -4.7428 0.000
H -1.9791 -0.1162 -3.3272 0.000
H -0.3490 -0.6767 -3.6436 0.000

***

71
Properties=species:S:1:pos:R:3:lowdin_charge:R:1 method="wB97M-V/def2-TZVPD" fmax_ev_per_a=7.81 de_lowest_kcal_mol=297.8 e_tot_ev=-97112.2561 homo_lumo_gap_ev=2.4 e_homo_ev=-6.0196
Zn -5.6699 12.9523 -28.2353 0.289
Ag -10.9251 12.6847 -30.6003 0.560
Ag -9.7526 13.1420 -24.1478 0.557
C -8.2551 9.9134 -27.6117 -0.962
O -9.4517 10.2211 -27.4821 0.051
O -7.7544 10.2139 -28.7321 0.039
O -7.5211 10.4419 -26.7889 0.051
C -7.8254 16.6144 -28.6920 -1.044
O -7.4677 17.7773 -28.7192 0.176
O -7.6554 15.8862 -29.6206 0.164
O -7.6733 15.9738 -27.6342 0.120
C -14.6280 6.2357 -24.9850 -0.040
C -16.1921 6.1823 -25.0782 -0.467
C -16.7967 5.6300 -23.7361 -0.140
C -18.3064 5.8784 -23.5472 -0.167
C -18.6107 7.3864 -23.7440 -0.139
C -18.0549 8.0003 -25.0609 -0.446
N -16.6226 7.5995 -25.2786 -0.108
O -16.0256 8.1825 -26.4122 -0.023
C -19.0042 7.5850 -26.2132 -0.044
C -18.1535 9.5598 -24.8235 -0.043
C -16.5595 5.2032 -26.2288 -0.031
H -14.0792 6.5287 -25.8801 0.074
H -14.3110 5.2693 -24.5931 0.083
H -14.3854 7.0258 -24.2744 0.078
H -16.5706 4.5732 -23.5944 0.111
H -16.2581 6.0206 -22.8726 0.110
H -18.5957 5.4138 -22.6045 0.109
H -18.8381 5.3773 -24.3560 0.094
H -18.2683 7.9063 -22.8492 0.114
H -19.6930 7.4777 -23.8357 0.115
H -18.5417 7.5688 -27.2001 0.078
H -19.4232 6.5789 -26.2015 0.069
H -19.8239 8.2817 -26.3889 0.078
H -17.5842 10.0707 -24.0469 0.077
H -17.8245 10.0743 -25.7264 0.069
H -19.1844 9.8905 -24.6971 0.076
H -17.6276 5.2729 -26.4346 0.055
H -16.4013 4.1358 -26.0742 0.085
H -16.0974 5.5906 -27.1368 0.079
H -15.1756 8.5351 -26.1388 0.094
C -3.8587 6.4518 -22.2707 -0.023
C -3.8782 7.0460 -20.8558 -0.501
C -3.0092 6.1298 -20.0348 -0.157
C -1.5147 6.2310 -20.3905 -0.169
C -1.0744 7.7054 -20.1477 -0.126
C -1.9130 8.7526 -20.9244 -0.467
N -3.3087 8.4055 -20.8181 -0.154
O -4.1046 9.3911 -21.3433 0.006
C -1.5737 10.2178 -20.4056 -0.022
C -1.4880 8.6514 -22.4223 -0.040
C -5.3171 7.0527 -20.2275 -0.016
H -4.6102 5.6640 -22.3218 0.088
H -2.8535 6.0936 -22.4929 0.062
H -4.1188 7.1790 -23.0400 0.082
H -3.0217 6.3002 -18.9583 0.125
H -3.3828 5.1184 -20.1950 0.121
H -1.1996 5.8523 -21.3629 0.097
H -0.9230 5.7167 -19.6332 0.106
H -0.0253 7.8203 -20.4202 0.119
H -1.2461 7.8734 -19.0845 0.114
H -2.1210 11.0365 -20.8726 0.070
H -1.6386 10.3520 -19.3258 0.074
H -0.5970 10.6428 -20.6367 0.072
H -2.0631 9.2719 -23.1095 0.080
H -0.4488 8.9019 -22.6352 0.079
H -1.4318 7.6480 -22.8444 0.064
H -5.3156 7.6312 -19.3037 0.083
H -5.4470 5.9894 -20.0259 0.076
H -6.1628 7.4872 -20.7604 0.077
H -4.0729 9.1728 -22.2776 0.080

***

77
Properties=species:S:1:pos:R:3:lowdin_spin:R:1 method="wB97M-V/def2-TZVPD" fmax_ev_per_a=4.23 de_lowest_kcal_mol=0.0 e_tot_ev=-399595.7851 total_charge=+1 spin_multiplicity=3 homo_lumo_gap_ev="7.9 / 6.3" e_homo_ev="-11.6519 / -11.3562"
Ni 2.7112 2.3676 1.3094 1.768
C -0.0619 -0.0291 0.8757 0.016
O -0.5095 0.3065 -0.3522 0.000
O 1.1252 0.7606 1.0250 0.134
C -1.2873 0.1952 1.9001 0.000
F -1.8202 1.4418 1.8096 0.000
F -2.3068 -0.6965 1.6288 0.000
F -0.8720 0.0167 3.1750 0.000
C -1.5656 -0.2533 -1.0543 0.000
C -2.4627 0.7713 -1.8655 0.000
H -3.0571 0.2671 -2.6275 0.000
H -3.0429 1.3885 -1.1796 0.000
H -2.0447 1.5248 -2.5330 0.000
H -2.0970 -1.0907 -0.6021 0.000
H -0.9252 -0.8236 -1.7271 0.000
H 0.1965 -1.0865 0.8182 0.006
C -1.9615 4.7269 0.1629 0.000
C -1.9315 4.3911 -1.4052 0.000
C -0.7267 3.5916 -1.5617 0.000
S 0.5967 4.4589 -0.5241 0.002
O 1.2451 5.5455 -1.3142 0.001
O 1.4351 3.6110 0.3283 0.018
C -0.6917 5.3239 0.5383 0.002
H -1.9452 3.7755 0.6946 0.000
H -2.7221 5.4047 0.5505 0.000
H -1.9051 5.2266 -2.1048 0.000
H -2.8135 3.8033 -1.6594 0.000
H -0.4254 3.3291 -2.5758 0.000
H -0.8081 2.6409 -1.0348 0.000
H -0.5873 6.3153 0.0976 0.000
H -0.4695 5.3931 1.6032 0.000
C 4.7144 -2.9022 3.3706 0.000
C 3.3415 -2.8464 2.5058 0.000
C 2.4747 -1.7243 2.9795 0.000
S 3.7647 -0.3277 3.2693 0.002
O 3.4984 0.3839 4.4910 0.000
O 3.7289 0.4021 2.0453 0.012
C 5.2439 -1.3879 3.2281 0.001
H 5.4710 -3.5513 2.9299 0.000
H 4.5360 -3.3011 4.3692 0.000
H 2.8197 -3.7911 2.6588 0.000
H 3.5761 -2.6709 1.4559 0.000
H 1.9513 -1.9540 3.9076 0.000
H 1.6847 -1.4840 2.2679 0.000
H 5.9151 -1.0382 4.0125 0.000
H 5.7219 -1.2077 2.2652 0.000
C 2.2298 -1.1561 -2.2611 0.000
C 2.0516 -0.0601 -3.3671 0.000
C 2.2808 1.2731 -2.8240 0.001
S 3.7089 0.9987 -1.6840 0.003
O 3.3241 1.6840 -0.4577 0.027
O 5.0135 1.2130 -2.3138 0.005
C 3.4637 -0.8261 -1.5719 0.000
H 2.2967 -2.1709 -2.6534 0.000
H 1.3919 -1.0259 -1.5762 0.000
H 1.0390 0.0025 -3.7657 0.000
H 2.6594 -0.2844 -4.2437 0.000
H 1.4050 1.4824 -2.2097 0.000
H 2.3437 2.2247 -3.3519 0.000
H 3.5540 -1.2478 -0.5709 0.000
H 4.3844 -1.1308 -2.0694 0.000
Br -0.7560 -4.0145 -0.6263 0.000
C -2.3218 -4.9636 -1.4982 0.000
C -2.3388 -4.5182 -3.0003 0.000
Br -2.2880 -2.5367 -3.2341 0.000
H -3.1481 -4.6297 -0.8706 0.000
H -2.2239 -6.0302 -1.2960 0.000
H -3.2338 -4.9084 -3.4850 0.000
H -1.5600 -4.9782 -3.6085 0.000
Br -7.5229 -3.1468 1.5830 0.000
C -6.9962 -1.2014 1.8955 0.000
C -5.4570 -1.1555 1.7363 0.000
Br -5.0467 0.7983 1.8501 0.000
H -7.3664 -1.0404 2.9080 0.000
H -7.5337 -0.5662 1.1915 0.000
H -5.1462 -1.5206 0.7574 0.000
H -4.9188 -1.7608 2.4657 0.000